#a
The following is a quantum chemistry calculation of a cluster of 2 separate species, CH2O3S in total, from the Open Molecules 2025 dataset.

The geometry in XYZ format:
```
7
Properties=species:S:1:pos:R:3
C 1.038 -0.545 -0.080
O -1.689 1.022 0.493
O 0.260 -1.340 0.399
O 0.830 0.740 -0.249
S -2.268 -0.123 -0.213
H 1.985 -0.696 -0.505
H -0.156 0.942 0.155
```

SMILES: O=CO.O=S
LUMO (spin up / spin down): -0.077 / -0.075 Ha

***

#b
The following is a quantum chemistry calculation of an isolated molecule of CH2O3S, from the Open Molecules 2025 dataset.

The geometry in XYZ format:
```
7
Properties=species:S:1:pos:R:3
C 0.141 -0.094 -0.077
O 3.970 -0.437 0.048
O 1.210 -0.314 0.641
O -0.984 0.420 0.321
S 2.722 0.354 -0.161
H 0.024 -0.439 -1.105
H -0.980 0.597 1.316
```

LUMO (spin up / spin down): -0.023 / -0.024 Ha

***

#c
The following is a quantum chemistry calculation of a cluster of 2 separate species, CH2O3S in total, from the Open Molecules 2025 dataset.

The geometry in XYZ format:
```
7
Properties=species:S:1:pos:R:3
C 0.964 0.591 -0.267
O -1.636 -1.105 0.665
O -0.067 1.119 -0.476
O 1.072 -0.629 0.196
S -2.451 -0.005 0.109
H 1.920 1.030 -0.338
H 0.197 -1.000 0.112
```

SMILES: O=CO.O=S
LUMO (spin up / spin down): -0.055 / -0.055 Ha

***

Least stable = #b

***

#a
The following is a quantum chemistry calculation of a cluster of 5 separate species, BrH8O4 in total, from the Open Molecules 2025 dataset.

The geometry in XYZ format:
```
13
Properties=species:S:1:pos:R:3
Br -16.358 -10.025 56.557
O -15.194 -12.986 57.491
H -15.519 -12.044 57.085
H -15.077 -13.448 56.834
O -18.245 -12.890 56.680
H -18.848 -13.335 56.121
H -17.670 -12.083 56.310
O -14.182 -7.431 56.482
H -14.963 -7.958 56.218
H -14.134 -7.348 57.391
O -14.112 -11.183 54.408
H -13.359 -11.009 55.124
H -14.904 -10.721 54.698
```

Total charge: -1
LUMO: 0.138 Ha

***

#b
The following is a quantum chemistry calculation of a cluster of 5 separate species, BrH8O4 in total, from the Open Molecules 2025 dataset.

The geometry in XYZ format:
```
13
Properties=species:S:1:pos:R:3
Br -1.235 -0.270 -0.300
O 0.969 -1.397 -2.735
H 1.399 -2.113 -2.204
H 0.225 -1.128 -2.171
O -0.790 2.924 -0.882
H -0.884 1.984 -0.961
H -1.288 3.170 -0.097
O 1.127 -1.935 1.045
H 1.030 -2.731 0.544
H 0.523 -1.266 0.717
O -0.512 1.064 2.707
H -0.882 0.441 2.098
H 0.317 1.258 2.240
```

Total charge: -1
LUMO: 0.136 Ha

***

Least stable = #a

***

#a
The following is a quantum chemistry calculation of an isolated molecule of C10H17N3O4, from the Open Molecules 2025 dataset.

The geometry in XYZ format:
```
34
Properties=species:S:1:pos:R:3
C -0.041 -0.971 -1.020
C 1.014 0.128 -0.841
C -0.160 -1.648 0.436
C -1.424 -2.536 0.375
C -1.844 -3.221 1.871
C 1.458 2.461 -0.831
C 2.328 2.692 0.425
C 0.477 3.708 -1.053
C -0.646 3.231 -0.005
C -0.787 1.716 -0.248
H -0.144 -2.706 -1.899
H 1.419 -2.179 -1.685
H -1.074 -0.601 -1.252
H -0.137 -1.025 1.315
H 0.822 -2.224 0.457
H -1.301 -3.501 -0.213
H -2.397 -1.895 0.312
H -2.126 -5.250 1.199
H -2.033 -4.871 3.028
H 2.181 2.090 -1.449
H 0.929 4.767 -0.819
H 0.051 3.743 -2.081
H -1.668 3.576 -0.387
H -0.213 3.454 1.033
H -0.942 1.315 0.894
H -1.506 1.419 -1.122
H 2.786 0.814 0.251
N 0.498 -1.849 -2.060
N -1.788 -4.600 2.007
N 0.623 1.315 -0.522
O 2.270 -0.134 -0.823
O -1.909 -2.480 2.814
O 2.478 3.789 0.956
O 2.805 1.474 0.938
```

SMILES: NC(=O)CC[C@H](N)C(=O)N1CCC[C@H]1C(=O)O
LUMO: 0.015 Ha

***

#b
The following is a quantum chemistry calculation of a structure of composition C10H17N3O4, from the Open Molecules 2025 dataset.

The geometry in XYZ format:
```
34
Properties=species:S:1:pos:R:3
C 2.801 -0.254 -0.023
C 1.324 0.076 0.432
C 2.705 -1.329 -0.913
C 3.946 -2.283 -0.760
C 4.061 -2.192 0.747
C -1.065 0.409 -0.009
C -1.857 -0.939 0.208
C -1.942 1.263 -0.760
C -3.041 1.608 0.151
C -4.182 2.281 -0.535
H 2.884 -0.632 2.227
H 2.915 0.814 -0.312
H 1.763 -1.797 -0.720
H 2.215 -1.272 -2.070
H 4.849 -2.121 -1.337
H 3.807 -3.536 -0.813
H 4.965 -2.505 1.114
H 3.374 -3.033 1.320
H 0.574 -0.065 -1.543
H -0.737 1.010 0.996
H -2.376 0.666 -1.522
H -1.589 2.278 -1.177
H -3.279 0.617 0.791
H -2.686 2.317 0.970
H -5.205 4.207 -0.585
H -3.548 4.038 0.403
H -2.144 -2.196 2.005
N 3.671 -0.570 1.221
N 0.284 0.295 -0.546
N -4.364 3.726 -0.151
O 1.179 0.368 1.712
O -2.300 -1.847 -0.870
O -4.908 1.838 -1.471
O -2.095 -1.240 1.820
```

LUMO: -0.030 Ha

***

Least stable = #b

***

#a
The following is a quantum chemistry calculation of an isolated molecule of C2H2N2OS2, from the Open Molecules 2025 dataset.

The geometry in XYZ format:
```
9
Properties=species:S:1:pos:R:3
C -1.389 -0.332 -0.092
C 1.455 0.871 0.147
H -0.458 -2.140 0.245
H 2.406 1.091 0.616
N -0.306 -1.207 -0.118
N 0.549 1.767 0.074
O -2.542 -0.704 0.009
S 1.316 -0.766 -0.426
S -1.031 1.421 -0.453
```

SMILES: O=C1NSC=NS1
LUMO: -0.005 Ha

***

#b
The following is a quantum chemistry calculation of an isolated molecule of C2H2N2OS2, from the Open Molecules 2025 dataset.

The geometry in XYZ format:
```
9
Properties=species:S:1:pos:R:3
C 1.354 -0.771 -0.814
C -1.062 0.681 0.290
H -0.516 0.151 2.075
H -1.971 1.054 0.821
N -0.052 0.107 1.056
N -1.079 0.871 -0.976
O 2.486 -1.109 -1.214
S 0.516 -1.567 0.542
S 0.324 0.582 -1.780
```

SMILES: O=C1SN=CNS1
LUMO: -0.025 Ha

***

#c
The following is a quantum chemistry calculation of an isolated molecule of C2H2N2OS2, from the Open Molecules 2025 dataset.

The geometry in XYZ format:
```
9
Properties=species:S:1:pos:R:3
C -0.330 -1.144 -0.021
C 0.002 0.791 -1.774
N 0.041 -0.015 0.443
N 0.219 0.965 -0.467
O -0.148 1.044 -4.341
S -0.608 -1.383 -1.710
S 0.147 1.764 -3.099
H -0.468 -1.971 0.657
H 0.501 1.854 -0.080
```

LUMO: -0.046 Ha

***

#d
The following is a quantum chemistry calculation of an isolated molecule of C2H2N2OS2, from the Open Molecules 2025 dataset.

The geometry in XYZ format:
```
9
Properties=species:S:1:pos:R:3
C -1.291 -0.292 0.130
C 1.729 0.474 0.421
H -0.466 -2.052 0.892
H 2.631 0.563 0.998
N -0.213 -1.162 0.414
N 0.911 1.460 0.486
O -2.423 -0.695 0.168
S 1.217 -1.086 -0.432
S -0.610 1.328 -0.371
```

SMILES: O=C1NSC=NS1
LUMO: -0.004 Ha

***

Least stable = #c

***

#a
The following is a quantum chemistry calculation of a cluster of 2 separate species, C5H9FO in total, from the Open Molecules 2025 dataset.

The geometry in XYZ format:
```
16
Properties=species:S:1:pos:R:3
C 1.324 0.083 0.116
C 0.178 0.892 -0.386
C 2.797 0.431 0.390
C -2.069 -1.182 -0.500
C -1.962 0.032 0.338
O 0.706 -0.071 -1.163
F -2.832 1.032 0.084
H 0.873 -0.713 0.868
H 0.101 1.867 -0.601
H 3.227 1.084 -0.326
H 3.267 -0.466 0.493
H 2.686 1.050 1.209
H -2.207 -0.793 -1.586
H -3.086 -1.522 -0.155
H -1.190 -1.905 -0.208
H -1.813 0.180 1.426
```

LUMO: 0.041 Ha

***

#b
The following is a quantum chemistry calculation of a cluster of 2 separate species, C5H9FO in total, from the Open Molecules 2025 dataset.

The geometry in XYZ format:
```
16
Properties=species:S:1:pos:R:3
C 0.288 -0.482 -0.172
C -0.840 0.439 -0.098
C 0.358 -1.962 0.162
C 1.690 0.248 -0.217
C -1.317 1.813 0.091
O -0.564 -0.016 -1.278
F -2.436 -0.678 0.385
H 1.343 -2.389 -0.114
H -0.421 -2.432 -0.263
H 0.316 -1.973 1.272
H 2.178 0.283 -1.166
H 2.237 -0.438 0.440
H 1.689 1.126 0.336
H -1.364 2.190 1.134
H -2.369 1.704 -0.080
H -0.788 2.567 -0.432
```

LUMO: 0.025 Ha

***

Least stable = #a

***

#a
The following is a quantum chemistry calculation of an isolated molecule of C5H9FO, from the Open Molecules 2025 dataset.

The geometry in XYZ format:
```
16
Properties=species:S:1:pos:R:3
C 1.195 -1.486 -0.323
C 0.179 -0.446 0.023
C 0.325 0.241 1.336
C -0.724 -0.079 -0.846
C -1.835 0.917 -0.704
H 2.214 -1.174 -0.001
H 0.981 -2.451 0.175
H 1.213 -1.605 -1.407
H -0.378 1.029 1.513
H 0.256 -0.600 2.098
H 1.729 1.435 0.697
H -0.588 -0.346 -1.858
H -2.329 1.026 -1.628
H -2.687 0.627 -0.055
O 1.695 0.764 1.415
F -1.243 2.148 -0.436
```

SMILES: C/C(=C/CF)CO
LUMO: 0.035 Ha

***

#b
The following is a quantum chemistry calculation of an isolated molecule of C5H9FO, from the Open Molecules 2025 dataset.

The geometry in XYZ format:
```
16
Properties=species:S:1:pos:R:3
C -0.853 1.750 -0.636
C -0.575 0.263 -0.642
C -0.637 -0.400 0.736
C 0.464 -1.434 0.614
F 0.898 -1.924 1.822
C 1.511 -0.612 -0.109
O 0.742 -0.034 -1.156
H -0.573 2.197 -1.589
H -1.916 1.916 -0.456
H -0.283 2.242 0.153
H -1.281 -0.231 -1.316
H -0.287 0.301 1.502
H -1.614 -0.766 1.038
H 0.164 -2.281 -0.004
H 1.884 0.168 0.568
H 2.355 -1.154 -0.524
```

SMILES: C[C@@H]1C[C@H](F)CO1
LUMO: 0.039 Ha

***

Least stable = #a